No. 1
Molecular formula: C2H7F2N2PS
Method: DFT, wB97M-V/def2-TZVPD

Output
highest occupied orbital energy: -9.55 eV
E: -1129.22162 hartree
SMILES: CN(C)NP(F)(F)=S

Structure (ORCA input):
```
! wB97M-V def2-TZVPD RIJCOSX def2/J DEFGRID3
* xyz 0 1
C -0.805 0.892 -0.547
N 0.500 0.542 -0.012
C 1.028 -0.697 -0.081
N 0.481 1.046 1.389
P 1.430 2.354 1.479
F 2.783 1.898 0.772
F 1.078 3.272 0.186
S 1.678 3.218 3.141
H -0.657 1.362 -1.536
H -1.492 -0.084 -0.657
H -1.248 1.522 0.094
H 2.012 -0.768 0.488
H 0.438 -1.500 0.540
H 1.232 -0.912 -1.169
H 0.268 0.447 2.098
*
```

Mulliken population analysis, charges in e, atoms 1 to 2: -0.923, 0.106


No. 2
Molecular formula: C2H7FO3Si
Method: DFT, wB97M-V/def2-TZVPD

Output
highest occupied orbital energy: -10.70 eV
energy relative to the best compared isomer or geometry (same formula, charge and spin): 1.729 eV
E: -695.57027 hartree
SMILES: O=[Si](O)F.CCO

Structure (ORCA input):
```
! wB97M-V def2-TZVPD RIJCOSX def2/J DEFGRID3
* xyz 0 1
O 3.925 1.530 -0.890
Si 3.032 0.533 -0.197
O 2.447 -0.797 -0.796
F 2.870 0.412 1.343
H 1.521 -1.023 -0.676
C -2.285 -0.524 0.256
C -1.163 0.467 0.413
O -0.135 0.151 -0.451
H -2.743 -0.482 -0.688
H -1.693 -1.464 0.321
H -2.986 -0.692 1.159
H -0.793 0.629 1.388
H -1.483 1.423 0.078
H -0.514 -0.162 -1.261
*
```

Mulliken population analysis, charges in e, atoms 1 to 2: -0.582, 0.755


No. 3
Molecular formula: C2H7FP2
Method: DFT, wB97M-V/def2-TZVPD

Output
highest occupied orbital energy: -9.17 eV
energy relative to the best compared isomer or geometry (same formula, charge and spin): 1.426 eV
E: -862.87728 hartree
SMILES: [H]/P=C(\C)F.P

Structure (ORCA input):
```
! wB97M-V def2-TZVPD RIJCOSX def2/J DEFGRID3
* xyz 0 1
H -1.008 -0.395 3.271
P -1.366 -1.019 2.113
C -0.505 0.036 1.083
C 0.107 1.318 1.527
F -0.337 -0.131 -0.224
H 0.871 1.574 0.725
H -0.630 2.113 1.529
H 0.695 1.285 2.462
P 0.245 -1.209 -3.651
H -0.361 -1.336 -2.391
H 1.276 -2.186 -3.311
H 1.015 -0.050 -3.134
*
```

Mulliken population analysis, charges in e, atoms 1 to 2: -0.021, -0.080


No. 4
Molecular formula: C2H7FSi
Method: DFT, wB97M-V/def2-TZVPD

Output
highest occupied orbital energy: -10.03 eV
energy relative to the best compared isomer or geometry (same formula, charge and spin): 3.857 eV
E: -469.67844 hartree
SMILES: C[SiH2]CF

Structure (ORCA input):
```
! wB97M-V def2-TZVPD RIJCOSX def2/J DEFGRID3
* xyz 0 1
C 1.670 -0.196 -0.856
Si 0.400 0.070 0.596
C -1.798 -0.004 0.013
F -2.338 1.086 0.838
H 1.246 0.416 -1.594
H 2.573 0.149 -0.403
H 1.756 -1.239 -0.948
H 0.565 -1.077 1.632
H 0.477 1.230 1.422
H -2.062 0.374 -1.044
H -2.489 -0.808 0.344
*
```

Mulliken population analysis, charges in e, atoms 1 to 2: -0.879, 0.426


No. 5
Molecular formula: C2H7N
Method: DFT, wB97M-V/def2-TZVPD

Output
highest occupied orbital energy: -10.19 eV
energy relative to the best compared isomer or geometry (same formula, charge and spin): 1.095 eV
E: -135.10474 hartree
SMILES: C=N.C

Structure (ORCA input):
```
! wB97M-V def2-TZVPD RIJCOSX def2/J DEFGRID3
* xyz 0 1
C -2.418 1.322 3.467
N -1.536 0.451 3.681
H -3.181 1.699 4.123
H -2.291 1.969 2.585
H -0.892 0.459 2.899
C 2.046 -1.131 -3.381
H 1.696 -0.956 -4.394
H 2.053 -0.315 -2.661
H 1.466 -1.953 -2.939
H 3.058 -1.544 -3.378
*
```

Mulliken population analysis, charges in e, atoms 1 to 2: -0.212, -0.474


No. 6
Molecular formula: C2H7N2
Method: DFT, wB97M-V/def2-TZVPD

Output
highest occupied orbital energy: -13.28 eV
energy relative to the best compared isomer or geometry (same formula, charge and spin): 1.144 eV
E: -189.63833 hartree
SMILES: N/C=C/[NH3+]

Structure (ORCA input):
```
! wB97M-V def2-TZVPD RIJCOSX def2/J DEFGRID3
* xyz 1 1
N -1.178 0.393 1.436
C -0.538 0.382 0.244
C 0.543 -0.366 -0.044
N 1.057 -0.338 -1.413
H -2.025 0.914 1.510
H -0.849 -0.197 2.183
H -0.796 1.216 -0.406
H 0.806 -1.185 0.609
H 0.443 -0.787 -2.084
H 1.942 -0.832 -1.520
H 1.308 0.603 -1.700
*
```

Mulliken population analysis, charges in e, atoms 1 to 2: -0.363, 0.062


No. 7
Molecular formula: C2H7N2
Method: DFT, wB97M-V/def2-TZVPD

Output
highest occupied orbital energy (spin up / spin down): -24.06 / -24.70 eV
energy relative to the best compared isomer or geometry (same formula, charge and spin): 2.822 eV
E: -189.05669 hartree
⟨S²⟩: 0.775

Structure (ORCA input):
```
! wB97M-V def2-TZVPD RIJCOSX def2/J DEFGRID3
* xyz 2 2
C 0.632 0.451 -1.515
N 0.327 -0.281 -0.286
C 0.029 0.064 0.892
N -1.039 -0.332 1.547
H 0.938 -0.366 -2.232
H -0.284 0.969 -1.748
H 1.504 1.068 -1.285
H -0.090 -1.149 -0.467
H 0.805 0.669 1.454
H -1.770 -0.808 1.121
H -1.050 -0.286 2.518
*
```

Mulliken population analysis, charges in e, atoms 1 to 2: -0.591, 0.030


No. 8
Molecular formula: C2H7N2O
Method: DFT, wB97M-V/def2-TZVPD

Output
highest occupied orbital energy: -15.00 eV
energy relative to the best compared isomer or geometry (same formula, charge and spin): 2.521 eV
E: -264.83855 hartree
SMILES: CC(=[NH2+])NO

Structure (ORCA input):
```
! wB97M-V def2-TZVPD RIJCOSX def2/J DEFGRID3
* xyz 1 1
C -1.539 0.524 -0.053
C -0.093 -0.120 0.040
N 0.042 -1.435 0.133
N 1.025 0.563 -0.058
O 2.300 0.022 0.060
H -2.170 -0.302 -0.502
H -1.827 1.017 0.867
H -1.564 1.229 -0.983
H -0.819 -1.887 -0.076
H 0.862 -2.072 0.299
H 0.912 1.652 -0.066
H 2.870 0.807 0.340
*
```

Mulliken population analysis, charges in e, atoms 1 to 2: -1.017, 0.630


No. 9
Molecular formula: C2H7N2O
Method: DFT, wB97M-V/def2-TZVPD

Output
highest occupied orbital energy: -14.82 eV
energy relative to the best compared isomer or geometry (same formula, charge and spin): 2.699 eV
E: -264.83200 hartree

Structure (ORCA input):
```
! wB97M-V def2-TZVPD RIJCOSX def2/J DEFGRID3
* xyz 1 1
C 0.215 0.525 -0.298
C 0.061 1.915 0.401
N 1.323 -0.027 -0.533
N -0.969 -1.567 0.313
O 0.993 2.639 0.315
H -0.704 -0.007 -0.674
H -0.904 2.206 0.908
H 2.289 0.356 -0.361
H 1.417 -0.814 -1.208
H -0.545 -2.352 0.791
H -1.494 -1.778 -0.503
H -1.681 -1.095 0.848
*
```

Mulliken population analysis, charges in e, atoms 1 to 2: 0.279, -0.050


No. 10
Molecular formula: C2H7N2O
Method: DFT, wB97M-V/def2-TZVPD

Output
highest occupied orbital energy: -14.76 eV
energy relative to the best compared isomer or geometry (same formula, charge and spin): 4.273 eV
E: -264.77417 hartree
SMILES: CO/[NH+]=C/N

Structure (ORCA input):
```
! wB97M-V def2-TZVPD RIJCOSX def2/J DEFGRID3
* xyz 1 1
C 2.120 -0.076 -0.350
O 1.065 0.459 0.451
N -0.092 -0.324 0.704
C -1.194 0.306 -0.186
N -2.397 -0.055 0.052
H 1.864 0.511 -1.262
H 2.224 -1.200 -0.533
H 3.122 0.343 0.120
H -0.136 -0.527 1.696
H -0.735 0.872 -0.980
H -3.133 0.169 -0.649
H -2.708 -0.478 0.937
*
```

Mulliken population analysis, charges in e, atoms 1 to 2: -0.488, -0.262


No. 11
Molecular formula: C2H7N2O
Method: DFT, wB97M-V/def2-TZVPD

Output
highest occupied orbital energy (spin up / spin down): -13.64 / -14.35 eV
energy relative to the best compared isomer or geometry (same formula, charge and spin): 6.840 eV
E: -264.67982 hartree

Structure (ORCA input):
```
! wB97M-V def2-TZVPD RIJCOSX def2/J DEFGRID3
* xyz 1 1
C 1.595 -0.227 0.773
C -1.904 -0.133 -0.796
N -0.600 0.831 0.898
N 2.182 -0.114 -0.315
O -1.497 -0.073 0.574
H 1.872 -0.713 1.758
H -1.841 0.898 -1.312
H -2.927 -0.452 -0.777
H -1.486 -0.965 -1.308
H -0.412 0.728 1.923
H 3.180 -0.274 -0.330
H 1.836 0.493 -1.087
*
```

Mulliken population analysis, charges in e, atoms 1 to 2: -0.026, -0.521


No. 12
Molecular formula: C2H7N2O
Method: DFT, wB97M-V/def2-TZVPD

Output
highest occupied orbital energy: -14.21 eV
energy relative to the best compared isomer or geometry (same formula, charge and spin): 1.374 eV
E: -264.88069 hartree

Structure (ORCA input):
```
! wB97M-V def2-TZVPD RIJCOSX def2/J DEFGRID3
* xyz 1 1
C 0.028 0.037 -2.440
N -1.153 0.044 -1.920
H 0.165 -0.871 -3.016
H 0.871 0.508 -1.949
H -1.240 0.602 -1.062
H -1.856 -0.430 -2.473
C 0.510 0.552 1.729
N 0.671 -0.477 2.565
O 0.006 0.474 0.619
H 0.778 1.518 2.178
H 0.299 -1.360 2.231
H 0.923 -0.597 3.536
*
```

Mulliken population analysis, charges in e, atoms 1 to 2: -0.102, -0.103


No. 13
Molecular formula: C2H7N2O2
Method: DFT, wB97M-V/def2-TZVPD

Output
highest occupied orbital energy: -4.21 eV
energy relative to the best compared isomer or geometry (same formula, charge and spin): 0.667 eV
E: -340.44679 hartree

Structure (ORCA input):
```
! wB97M-V def2-TZVPD RIJCOSX def2/J DEFGRID3
* xyz -1 1
N 0.968 0.412 0.595
C 0.072 -0.256 1.525
N 0.252 -1.724 1.513
H 1.149 1.354 0.918
H 0.537 0.496 -0.330
H -0.989 -0.068 1.334
H 0.297 0.092 2.533
H 1.118 -1.825 2.036
H 0.573 -2.024 0.594
O -1.164 2.125 -2.469
C -1.002 0.916 -2.707
O -0.816 0.015 -1.818
H -0.996 0.485 -3.723
*
```

Mulliken population analysis, charges in e, atoms 1 to 2: -0.703, -0.276


No. 14
Molecular formula: C2H7N2O2
Method: DFT, wB97M-V/def2-TZVPD

Output
highest occupied orbital energy: -4.39 eV
energy relative to the best compared isomer or geometry (same formula, charge and spin): 0.558 eV
E: -340.45078 hartree

Structure (ORCA input):
```
! wB97M-V def2-TZVPD RIJCOSX def2/J DEFGRID3
* xyz -1 1
N -0.468 -0.965 -1.007
C -1.113 -1.166 0.293
N -1.090 -0.023 1.181
H 0.279 -1.645 -1.106
H 0.068 -0.089 -0.970
H -0.640 -1.999 0.829
H -2.148 -1.486 0.151
H -1.465 0.779 0.684
H -0.126 0.229 1.370
O 2.573 0.917 -0.895
C 1.668 1.595 -0.371
O 0.548 1.906 -0.830
H 1.914 1.947 0.673
*
```

Mulliken population analysis, charges in e, atoms 1 to 2: -0.674, -0.337


No. 15
Molecular formula: C2H7N2O2PS
Method: DFT, wB97M-V/def2-TZVPD

Output
highest occupied orbital energy: -8.20 eV
energy relative to the best compared isomer or geometry (same formula, charge and spin): 1.301 eV
E: -1079.97747 hartree

Structure (ORCA input):
```
! wB97M-V def2-TZVPD RIJCOSX def2/J DEFGRID3
* xyz 0 1
C -0.040 1.318 0.111
C 0.907 1.377 -1.009
N -0.380 0.213 0.711
N 0.053 -2.318 1.355
O 0.877 -1.477 -0.875
O -0.761 2.410 0.236
P -0.310 -1.437 -0.011
S -2.263 -1.607 -0.594
H 0.801 2.262 -1.458
H 2.039 1.233 -0.752
H 0.602 0.499 -1.800
H -1.176 0.279 1.273
H 0.874 -2.942 1.322
H -0.513 -2.919 1.874
H -0.711 3.110 -0.383
*
```

Mulliken population analysis, charges in e, atoms 1 to 2: 0.720, -1.092


No. 16
Molecular formula: C2H7N2OP
Method: DFT, wB97M-V/def2-TZVPD

Output
highest occupied orbital energy: -8.88 eV
energy relative to the best compared isomer or geometry (same formula, charge and spin): 1.715 eV
E: -606.49101 hartree
SMILES: NP1NCCO1

Structure (ORCA input):
```
! wB97M-V def2-TZVPD RIJCOSX def2/J DEFGRID3
* xyz 0 1
N -0.800 0.782 2.079
P 0.196 -0.529 1.690
N -0.523 -1.145 0.304
C -0.180 -0.341 -0.905
C 1.125 0.516 -0.682
O 1.473 0.667 0.642
H -0.954 1.532 1.471
H -0.935 0.930 3.057
H -0.399 -2.076 0.119
H -0.937 0.432 -1.278
H 0.017 -0.961 -1.804
H 2.030 0.132 -1.192
H 0.961 1.617 -0.958
*
```

Mulliken population analysis, charges in e, atoms 1 to 2: -0.388, 0.190


No. 17
Molecular formula: C2H7N2OPS2
Method: DFT, wB97M-V/def2-TZVPD

Output
highest occupied orbital energy (spin up / spin down): -7.45 / -7.41 eV
energy relative to the best compared isomer or geometry (same formula, charge and spin): 2.721 eV
E: -1402.83807 hartree

Structure (ORCA input):
```
! wB97M-V def2-TZVPD RIJCOSX def2/J DEFGRID3
* xyz 0 1
C -0.468 0.459 -1.741
C -1.813 0.585 -1.226
N 1.936 -0.882 1.905
N 0.604 0.228 -1.145
O -0.558 -0.889 1.547
P 0.631 0.172 1.469
S -0.280 0.595 -3.426
S 0.303 1.765 2.542
H -1.825 0.260 -0.098
H -2.068 1.660 -1.085
H -2.594 0.082 -1.812
H 2.824 -0.478 2.077
H 2.073 -1.639 1.324
H 1.416 -0.137 -1.661
H -0.182 -1.780 1.329
*
```

Mulliken population analysis, charges in e, atoms 1 to 2: 0.528, -0.854


No. 18
Molecular formula: C2H7N2OS
Method: DFT, wB97M-V/def2-TZVPD

Output
highest occupied orbital energy (spin up / spin down): -12.58 / -12.57 eV
energy relative to the best compared isomer or geometry (same formula, charge and spin): 5.350 eV
E: -662.89297 hartree
SMILES: C/S(=C/[NH3+])#[N+][O-]

Structure (ORCA input):
```
! wB97M-V def2-TZVPD RIJCOSX def2/J DEFGRID3
* xyz 1 1
C -1.102 -1.821 0.039
S -0.354 -0.297 0.824
C 0.952 0.147 -0.255
N 1.828 1.234 0.242
N -1.630 1.023 0.220
O -2.537 0.553 -0.335
H -2.138 -1.406 -0.381
H -1.169 -2.574 0.813
H -0.474 -1.863 -0.929
H 0.531 0.485 -1.201
H 2.184 1.093 1.215
H 2.601 1.185 -0.479
H 1.308 2.242 0.226
*
```

Mulliken population analysis, charges in e, atoms 1 to 2: -0.728, 0.195


No. 19
Molecular formula: C2H7N2P
Method: DFT, wB97M-V/def2-TZVPD

Output
highest occupied orbital energy: -8.90 eV
energy relative to the best compared isomer or geometry (same formula, charge and spin): 1.312 eV
E: -531.20369 hartree
SMILES: CNC.N#P

Structure (ORCA input):
```
! wB97M-V def2-TZVPD RIJCOSX def2/J DEFGRID3
* xyz 0 1
C -0.629 -0.711 0.182
N 0.768 -0.452 0.460
C 0.978 0.583 1.449
H -1.116 -1.019 1.107
H -1.173 0.157 -0.221
H -0.700 -1.529 -0.534
H 1.242 -0.197 -0.403
H 0.533 0.259 2.391
H 2.049 0.712 1.597
H 0.538 1.555 1.176
N -1.896 0.649 -3.576
P -0.594 -0.007 -3.628
*
```

Mulliken population analysis, charges in e, atoms 1 to 2: -0.845, -0.349


No. 20
Molecular formula: C2H7N2P2
Method: DFT, wB97M-V/def2-TZVPD

Output
highest occupied orbital energy: -14.30 eV
energy relative to the best compared isomer or geometry (same formula, charge and spin): 0.299 eV
E: -872.33727 hartree

Structure (ORCA input):
```
! wB97M-V def2-TZVPD RIJCOSX def2/J DEFGRID3
* xyz 1 1
C -2.199 0.496 0.386
C -1.035 -0.119 1.074
N 0.369 -1.085 -1.300
N 1.662 0.878 -0.227
P -1.913 1.287 -1.084
P 0.072 0.313 -0.436
H -3.151 0.266 0.666
H -0.753 0.535 1.943
H -1.218 -1.238 1.475
H 0.386 -0.940 -2.273
H -0.376 -1.724 -1.029
H 2.182 1.405 -0.947
H 1.904 1.501 0.560
*
```

Mulliken population analysis, charges in e, atoms 1 to 2: -0.188, -0.553